Molecular formula: C28H32BrFeN4O3Si2
Method: DFT, ωB97M-V/def2-TZVPD

```
71
Properties=species:S:1:pos:R:3:forces:R:3
Fe -0.067 -0.236 -0.410 -1.17 0.45 0.43
Br -0.801 7.170 -1.129 0.01 -0.03 -0.01
C -0.853 5.266 -1.281 0.00 0.04 -0.06
C -0.837 4.678 -2.539 -0.01 -0.14 0.00
C -0.879 3.296 -2.629 -0.02 0.06 -0.08
C -0.923 2.460 -1.497 -0.06 -0.45 -0.06
O -0.973 1.154 -1.641 -0.05 0.32 -0.12
C -0.964 3.092 -0.222 0.02 -0.01 0.23
C -1.154 2.360 1.009 0.04 0.09 -0.11
N -1.105 1.052 1.113 0.14 0.05 -0.11
C -1.454 0.413 2.264 -0.04 0.01 0.22
C -1.826 1.020 3.489 -0.02 -0.11 0.03
C -2.235 0.245 4.568 0.05 -0.07 -0.15
C -2.311 -1.140 4.497 0.05 0.03 -0.15
C -1.931 -1.795 3.296 -0.03 0.09 0.09
C -1.953 -3.188 3.119 -0.03 -0.04 0.09
C -1.546 -3.749 1.923 0.03 0.00 -0.09
C -1.103 -2.912 0.905 -0.03 -0.07 0.13
N -1.067 -1.587 1.037 0.15 -0.19 -0.03
C -1.480 -1.017 2.187 0.01 -0.04 0.18
C -0.923 4.495 -0.147 0.03 -0.08 0.09
H -0.792 5.290 -3.431 0.00 -0.02 0.01
H -0.867 2.811 -3.599 -0.02 0.05 0.04
H -1.385 2.969 1.881 -0.03 0.02 0.00
H -1.785 2.094 3.600 -0.03 -0.01 0.01
H -2.507 0.742 5.493 0.00 0.00 0.00
H -2.648 -1.729 5.342 0.02 0.02 -0.03
H -2.285 -3.814 3.941 0.01 0.02 -0.05
H -1.554 -4.821 1.773 0.01 0.04 0.01
H -0.756 -3.307 -0.042 0.00 0.01 0.02
H -0.953 4.968 0.828 -0.02 -0.01 0.00
C 1.778 -1.522 2.340 -0.13 -0.26 0.18
Si 1.767 -0.103 1.103 0.51 -0.04 -0.13
C 1.797 1.457 2.145 -0.13 0.34 0.10
C 3.499 -0.158 0.332 0.28 -0.04 -0.18
C 4.717 -0.152 1.030 -0.05 -0.01 -0.17
C 5.923 -0.182 0.343 -0.14 0.00 -0.04
C 5.933 -0.218 -1.053 -0.09 0.00 0.05
C 4.736 -0.219 -1.754 -0.04 -0.01 0.13
C 3.511 -0.192 -1.071 0.29 0.00 0.24
Si 1.794 -0.155 -1.835 0.34 -0.30 -0.07
C 1.653 -1.692 -2.917 -0.09 -0.22 -0.16
C 1.793 1.308 -2.989 -0.07 0.36 -0.19
H 2.739 -1.519 2.869 -0.09 -0.02 -0.01
H 1.658 -2.496 1.852 0.05 0.12 0.08
H 0.976 -1.412 3.079 0.12 -0.05 -0.05
H 2.750 1.488 2.687 -0.09 0.02 -0.02
H 0.976 1.474 2.871 0.12 0.03 -0.07
H 1.724 2.356 1.521 0.04 -0.10 0.11
H 4.724 -0.121 2.118 0.00 -0.01 -0.08
H 6.860 -0.175 0.888 0.02 0.00 0.01
H 6.877 -0.241 -1.586 0.00 0.00 0.01
H 4.757 -0.242 -2.842 -0.01 0.00 0.08
H 2.466 -1.713 -3.656 -0.08 -0.02 0.07
H 0.691 -1.707 -3.442 0.16 -0.02 0.06
H 1.714 -2.603 -2.310 0.01 0.08 -0.10
H 2.709 1.285 -3.594 -0.09 0.03 0.03
H 1.770 2.248 -2.428 0.04 -0.08 -0.13
H 0.921 1.292 -3.648 0.12 0.00 0.07
C -4.139 -3.138 -3.223 0.09 0.04 0.09
O -2.794 -2.893 -2.833 -0.12 -0.01 -0.13
C -2.499 -1.886 -1.972 0.06 -0.20 0.10
O -1.329 -1.639 -1.777 0.17 0.15 -0.18
N -3.541 -1.262 -1.392 0.18 0.01 -0.01
N -3.393 -0.184 -0.507 -0.04 0.02 0.09
H -4.091 -3.866 -4.025 0.02 -0.05 -0.03
H -4.620 -2.233 -3.594 0.00 0.05 -0.03
H -4.723 -3.561 -2.402 -0.01 0.00 0.05
H -4.475 -1.586 -1.517 -0.23 0.00 -0.11
H -3.027 -0.542 0.371 -0.05 0.04 -0.06
H -2.664 0.426 -0.880 -0.03 0.15 -0.13
```
Forces are in eV/Å.

* HOMO (alpha / beta): -2.1 / -4.5 eV
* <S²>: 6.20
* total charge: -1
* HOMO-LUMO gap (alpha / beta): 0.1642 / 0.2491 Ha
* ΔE to the lowest compared entry with this formula, charge and spin: 0.000 eV
* multiplicity: 5
* maximum force: 1.3 eV Å⁻¹

***

Molecular formula: C3H2N4O
Method: DFT, ωB97M-V/def2-TZVPD

```
10
Properties=species:S:1:pos:R:3:forces:R:3
O 1.062 -1.300 1.668 -0.02 0.47 2.29
C 0.439 -1.091 0.695 4.50 -1.48 -2.13
N 1.265 -0.874 -0.507 1.85 -1.89 0.68
N 1.315 0.225 -1.045 -2.96 -0.87 -0.20
C 0.165 0.958 -0.659 5.27 2.82 -2.54
C -0.949 0.734 -0.071 -3.18 -1.74 3.02
N -1.543 -0.534 0.141 0.55 -0.99 -0.66
N -0.764 -1.526 0.341 -4.44 0.90 0.02
H 0.475 1.896 -1.014 -0.84 2.13 0.28
H -1.466 1.512 0.451 -0.73 0.64 -0.77
```
Forces are in eV/Å.

* HOMO: -9.8 eV
* HOMO-LUMO gap: 0.3118 Ha
* SMILES: O=c1nnccnn1
* ΔE to the lowest compared entry with this formula, charge and spin: 3.803 eV
* multiplicity: 1
* maximum force: 6.5 eV Å⁻¹

***

Molecular formula: N2O2S
Method: DFT, ωB97M-V/def2-TZVPD

```
5
Properties=species:S:1:pos:R:3:forces:R:3
N -1.439 -0.072 0.445 -0.84 0.20 -1.15
N -2.036 0.096 -0.461 0.80 -0.22 1.17
O 1.375 1.119 0.068 0.25 0.25 -0.10
O 1.769 -1.379 0.082 2.45 5.70 -1.07
S 2.315 0.069 -0.164 -2.66 -5.93 1.15
```
Forces are in eV/Å.

* HOMO: -12.0 eV
* HOMO-LUMO gap: 0.3764 Ha
* ΔE to the lowest compared entry with this formula, charge and spin: 0.459 eV
* multiplicity: 1
* maximum force: 6.6 eV Å⁻¹

***

Molecular formula: C6H19N3Si2
Method: DFT, ωB97M-V/def2-TZVPD

```
30
Properties=species:S:1:pos:R:3:forces:R:3
C 0.549 1.718 1.974 -0.86 -3.78 -0.98
Si -0.773 1.209 0.694 0.58 0.23 -1.21
C -2.374 0.408 1.281 -0.88 -2.27 -1.57
C -1.050 2.838 -0.297 1.24 0.09 3.77
N -0.166 0.042 -0.491 -0.70 0.93 0.42
Si 0.517 -1.567 -0.450 0.42 0.54 -2.17
C 0.014 -2.594 1.027 -1.38 1.25 0.26
C 2.405 -1.185 -0.566 -0.48 -0.96 0.22
C -0.217 -2.379 -2.066 5.05 -0.53 1.93
H 0.903 2.658 1.732 0.85 1.82 -0.14
H 0.103 1.599 2.920 -0.38 0.50 1.51
H 1.322 0.917 1.944 -0.12 0.78 -0.09
H -2.381 -0.744 1.154 0.63 1.69 0.05
H -2.599 0.499 2.286 -0.29 0.54 2.39
H -3.352 0.620 0.797 0.81 0.56 -0.18
H -1.417 2.574 -1.223 -0.82 -0.05 -2.27
H -1.819 3.382 0.326 0.84 -0.08 -0.91
H -0.028 3.351 -0.313 -1.85 -0.48 -0.17
H -0.735 0.330 -1.302 0.66 -0.89 0.17
H 0.230 -2.092 1.959 -0.27 1.06 0.34
H -1.093 -2.737 0.979 0.74 0.08 0.08
H 0.442 -3.498 1.339 0.85 -1.84 -0.71
H 2.638 -0.427 0.145 -0.06 0.80 0.89
H 3.146 -1.942 -0.379 0.00 -0.95 0.42
H 2.793 -0.785 -1.476 -0.49 0.48 -1.12
H -0.049 -1.817 -2.933 1.15 1.12 -1.31
H 0.342 -3.343 -2.173 -1.12 0.42 -0.14
H -1.212 -2.370 -2.085 -4.27 -1.02 0.64
N 2.251 2.412 -2.763 -0.42 0.29 0.45
N 1.608 2.923 -2.041 0.60 -0.34 -0.58
```
Forces are in eV/Å.

* HOMO: -9.0 eV
* HOMO-LUMO gap: 0.3601 Ha
* SMILES: C[Si](C)(C)N[Si](C)(C)C.N#N
* multiplicity: 1
* maximum force: 5.4 eV Å⁻¹